--- i ---
{
  "formula": "C3H6N2O2S",
  "method": "ωB97M-V/def2-TZVPD",
  "spin_multiplicity": 1,
  "lumo_ev": 0.52,
  "elements": ["C", "C", "C", "N", "N", "O", "O", "S", "H", "H", "H", "H", "H", "H"],
  "coordinates": [[0.486, 1.558, 0.241], [0.396, -0.890, 0.314], [-0.412, 0.404, 0.439], [1.578, 1.869, 1.076], [0.133, 2.470, -0.740], [3.490, 2.865, -0.313], [1.010, 3.540, -0.758], [2.312, 3.283, 0.413], [-0.026, -1.928, 0.386], [1.163, -0.768, 1.225], [0.972, -0.805, -0.715], [-0.808, 0.385, 1.447], [-1.261, 0.606, -0.222], [-0.204, 2.121, -1.682]],
  "lowdin_charge": [-0.39, -0.11, -0.23, -0.11, -0.02, -0.45, -0.33, 0.92, 0.07, 0.12, 0.11, 0.12, 0.11, 0.19]
}

***

--- ii ---
{
  "formula": "C3H6N2O2S",
  "method": "ωB97M-V/def2-TZVPD",
  "spin_multiplicity": 1,
  "lumo_ev": -0.40,
  "elements": ["C", "C", "C", "H", "H", "H", "H", "H", "H", "N", "N", "O", "O", "S"],
  "coordinates": [[2.394, -0.228, -0.255], [1.064, 0.160, 0.098], [-1.070, -0.128, -0.192], [2.990, 0.616, -0.159], [2.696, -0.979, 0.675], [2.426, -0.964, -1.337], [0.935, 0.297, 1.180], [-2.288, -1.550, 0.599], [-2.755, 1.774, 0.365], [-1.002, 1.150, 0.005], [-2.239, -0.803, -0.094], [0.456, 1.372, -0.376], [0.134, -0.864, -0.276], [-3.743, 0.147, -0.234]],
  "lowdin_charge": [-0.02, -0.49, -0.53, 0.05, 0.15, 0.19, 0.15, 0.09, 0.16, 0.08, -0.35, -0.07, 0.04, 0.55]
}

***

Stability ranking, top entry: i; the second entry is 275.8 kJ/mol less favorable.

***

--- i ---
{
  "formula": "C3H6N2O2S",
  "method": "ωB97M-V/def2-TZVPD",
  "spin_multiplicity": 1,
  "lumo_ev": -0.52,
  "elements": ["C", "C", "C", "N", "N", "O", "O", "S", "H", "H", "H", "H", "H", "H"],
  "coordinates": [[0.630, 0.186, -0.326], [-1.297, -0.957, 0.735], [1.432, 0.008, 1.009], [1.338, 0.834, -1.166], [-0.629, -0.165, -0.506], [-1.680, 1.915, -2.076], [0.590, 0.987, -2.415], [-0.952, 0.731, -2.412], [-1.897, -1.677, 0.276], [-0.536, -1.406, 1.497], [1.108, -0.906, 1.452], [1.236, 0.792, 1.701], [2.529, -0.074, 0.910], [-1.872, -0.270, 1.320]],
  "lowdin_charge": [-0.54, -0.01, 0.00, 0.06, -0.09, -0.41, -0.40, 1.01, 0.04, 0.09, 0.03, 0.07, 0.09, 0.06]
}

***

--- ii ---
{
  "formula": "C3H6N2O2S",
  "method": "ωB97M-V/def2-TZVPD",
  "smiles": "O=C1NSCCN1O",
  "spin_multiplicity": 1,
  "lumo_ev": 0.40,
  "elements": ["C", "C", "C", "H", "H", "H", "H", "H", "H", "N", "N", "O", "O", "S"],
  "coordinates": [[-0.034, 1.212, 0.017], [1.390, 0.732, 0.313], [-0.810, -1.200, 0.105], [-2.646, -0.277, -0.899], [0.197, 1.593, -1.050], [-0.219, 2.081, 0.811], [2.107, 1.450, -0.034], [1.858, 0.540, 1.468], [0.546, -2.607, 0.163], [-0.976, 0.228, 0.207], [0.522, -1.571, 0.090], [-2.091, 0.604, -0.719], [-1.749, -1.951, 0.082], [1.906, -0.835, -0.553]],
  "lowdin_charge": [-0.28, -0.46, -0.55, 0.15, 0.15, 0.17, 0.04, 0.14, 0.12, -0.08, -0.31, -0.06, 0.09, 0.87]
}

***

--- iii ---
{
  "formula": "C3H6N2O2S",
  "method": "ωB97M-V/def2-TZVPD",
  "spin_multiplicity": 1,
  "lumo_ev": [-0.37, -0.71],
  "elements": ["C", "C", "C", "N", "N", "O", "O", "S", "H", "H", "H", "H", "H", "H"],
  "coordinates": [[-0.722, -1.334, 0.107], [0.607, -1.317, 0.046], [0.494, 1.157, 0.852], [-1.316, -0.149, 0.349], [-1.887, 0.380, -0.722], [2.756, -0.032, 0.621], [1.567, 0.541, -1.508], [1.535, 0.144, -0.117], [-1.413, -2.245, 0.193], [1.194, -2.246, -0.229], [0.072, 2.049, 0.455], [0.737, 1.352, 1.955], [-2.271, 1.325, -0.406], [-1.353, 0.376, -1.598]],
  "lowdin_charge": [-0.22, -0.18, -0.08, -0.11, 0.03, -0.33, -0.32, 0.55, 0.15, 0.12, 0.03, 0.09, 0.14, 0.11]
}

***

Stability ranking, top entry: ii; the second entry is 77.0 kJ/mol less favorable.

***

--- i ---
{
  "formula": "C4H7NO3",
  "method": "ωB97M-V/def2-TZVPD",
  "smiles": "N[C@@H](C=O)CC(=O)O",
  "spin_multiplicity": 1,
  "lumo_ev": 0.33,
  "elements": ["O", "C", "C", "C", "C", "O", "O", "N", "H", "H", "H", "H", "H", "H", "H"],
  "coordinates": [[2.836, 0.805, -0.078], [2.126, -0.029, 0.549], [0.659, -0.201, 0.635], [0.056, 0.167, -0.756], [-1.488, 0.170, -0.650], [-1.971, 1.366, -0.199], [-2.103, -0.851, -0.901], [0.229, -1.398, 1.235], [2.662, -0.654, 1.241], [0.302, 0.650, 1.228], [0.346, 1.206, -0.847], [0.477, -0.509, -1.539], [-2.908, 1.333, -0.193], [-0.581, -1.296, 1.679], [-0.112, -2.146, 0.545]],
  "lowdin_charge": [0.02, -0.18, -0.40, -0.04, -0.48, 0.12, 0.09, 0.08, 0.11, 0.16, 0.11, 0.15, 0.10, 0.02, 0.14]
}

***

--- ii ---
{
  "formula": "C4H7NO3",
  "method": "ωB97M-V/def2-TZVPD",
  "smiles": "C[C@@H](NC=O)C(=O)O",
  "spin_multiplicity": 1,
  "lumo_ev": 0.70,
  "elements": ["C", "N", "C", "C", "C", "O", "O", "O", "H", "H", "H", "H", "H", "H", "H"],
  "coordinates": [[0.671, -0.574, 1.875], [0.355, -1.130, 0.661], [0.676, -0.010, -1.536], [-0.334, -0.441, -0.445], [-1.153, 0.751, 0.079], [-0.578, 1.933, -0.139], [-2.283, 0.650, 0.457], [0.494, 0.594, 2.127], [1.091, -1.336, 2.545], [0.446, -2.138, 0.622], [0.579, 1.033, -1.828], [0.440, -0.542, -2.454], [1.698, -0.255, -1.263], [-0.972, -1.179, -0.920], [-1.129, 2.644, 0.220]],
  "lowdin_charge": [-0.33, 0.06, -0.03, -0.23, -0.52, 0.10, 0.12, 0.05, 0.13, 0.13, 0.07, 0.07, 0.08, 0.14, 0.14]
}

***

--- iii ---
{
  "formula": "C4H7NO3",
  "method": "ωB97M-V/def2-TZVPD",
  "smiles": "C=CC(O)(O)C(N)=O",
  "spin_multiplicity": 1,
  "lumo_ev": 0.74,
  "elements": ["C", "C", "N", "C", "C", "O", "O", "O", "H", "H", "H", "H", "H", "H", "H"],
  "coordinates": [[0.697, 1.181, 0.288], [0.562, -0.215, -0.374], [0.182, 1.258, 1.518], [-0.873, -0.335, -0.849], [-1.779, -1.092, -0.262], [1.210, 2.092, -0.319], [0.903, -1.170, 0.601], [1.435, -0.284, -1.458], [1.866, 0.585, -1.546], [1.118, -1.990, 0.130], [0.227, 2.123, 2.028], [-0.129, 0.416, 1.976], [-1.094, 0.275, -1.713], [-1.530, -1.694, 0.597], [-2.794, -1.148, -0.617]],
  "lowdin_charge": [-0.47, -0.55, 0.21, -0.07, 0.04, 0.08, 0.03, 0.04, 0.10, 0.12, 0.12, 0.11, 0.12, 0.06, 0.06]
}

***

--- iv ---
{
  "formula": "C4H7NO3",
  "method": "ωB97M-V/def2-TZVPD",
  "smiles": "C[C@@](O)(C=O)/C=N/O",
  "spin_multiplicity": 1,
  "lumo_ev": 0.28,
  "elements": ["C", "C", "C", "C", "H", "H", "H", "H", "H", "H", "H", "N", "O", "O", "O"],
  "coordinates": [[-1.339, 1.637, -0.319], [-0.605, 0.397, 0.050], [-1.225, -0.787, -0.692], [0.828, 0.562, -0.398], [-0.755, 2.557, 0.081], [-1.569, 1.554, -1.543], [-2.247, 1.476, 0.482], [-1.295, -0.481, 1.522], [-1.110, -0.798, -1.764], [1.101, 0.998, -1.344], [3.231, -1.033, 0.497], [1.617, -0.376, 0.229], [-0.529, 0.297, 1.344], [-1.740, -1.700, -0.067], [2.939, -0.158, -0.200]],
  "lowdin_charge": [-0.04, -0.80, -0.16, -0.03, 0.12, 0.15, 0.15, 0.21, 0.13, 0.12, 0.22, 0.00, -0.01, 0.07, -0.14]
}

***

Stability ranking, top entry: ii; the second entry is 26.4 kJ/mol less favorable.

***

--- i ---
{
  "formula": "C4H7NO3",
  "method": "ωB97M-V/def2-TZVPD",
  "smiles": "O=CNCCOC=O",
  "spin_multiplicity": 1,
  "lumo_ev": 0.74,
  "elements": ["O", "O", "O", "C", "C", "N", "C", "C", "H", "H", "H", "H", "H", "H", "H"],
  "coordinates": [[1.727, -1.175, 0.871], [-1.063, 0.287, -2.843], [0.979, 0.983, 1.226], [1.920, 0.018, 1.082], [-0.472, -0.591, -2.229], [-0.468, -0.631, -0.871], [-0.393, 0.504, 1.352], [-1.033, 0.430, -0.038], [2.953, 0.342, 1.235], [0.042, -1.340, -2.806], [0.231, -1.221, -0.407], [-0.427, -0.417, 1.909], [-0.935, 1.193, 1.966], [-2.104, 0.239, 0.111], [-0.957, 1.379, -0.557]],
  "lowdin_charge": [0.03, 0.00, -0.01, -0.29, -0.34, 0.03, -0.13, -0.15, 0.15, 0.12, 0.10, 0.12, 0.12, 0.13, 0.12]
}

***

--- ii ---
{
  "formula": "C4H7NO3",
  "method": "ωB97M-V/def2-TZVPD",
  "spin_multiplicity": 1,
  "lumo_ev": -1.64,
  "elements": ["O", "C", "O", "C", "C", "C", "O", "N", "H", "H", "H", "H", "H", "H", "H"],
  "coordinates": [[-2.865, -0.770, 0.192], [-2.819, 0.356, -0.187], [-2.456, 0.820, -1.443], [1.748, -0.650, 0.506], [0.261, -0.669, 0.076], [0.881, 0.787, 0.204], [0.310, 1.531, 0.967], [2.649, -0.901, -0.379], [-3.130, 1.186, 0.466], [2.135, -0.637, 1.528], [-0.218, -1.229, 0.870], [0.176, -1.233, -0.847], [1.518, 1.272, -0.536], [3.459, -0.293, -0.463], [-1.649, 0.430, -0.954]],
  "lowdin_charge": [0.10, -0.42, 0.05, -0.36, -0.03, -0.35, 0.07, 0.10, 0.15, 0.15, 0.12, 0.12, 0.15, 0.07, 0.08]
}

***

Stability ranking, top entry: i; the second entry is 617.4 kJ/mol less favorable.

***

--- i ---
{
  "formula": "C4H7NO3",
  "method": "ωB97M-V/def2-TZVPD",
  "smiles": "C1=N\\OCCOCO/1",
  "spin_multiplicity": 1,
  "lumo_ev": 0.83,
  "elements": ["C", "C", "C", "C", "H", "H", "H", "H", "H", "H", "H", "N", "O", "O", "O"],
  "coordinates": [[-0.988, 0.577, -1.298], [0.244, -0.061, -1.530], [1.168, -0.530, 1.170], [-1.003, 0.688, 0.915], [-1.629, 1.067, -2.357], [-1.713, -0.239, -0.903], [0.418, -0.460, -2.703], [1.086, 0.601, -1.394], [1.940, -0.659, 1.875], [-1.499, -0.185, 0.847], [-1.519, 1.273, 1.745], [1.474, -1.486, 0.360], [0.197, -1.377, -0.712], [0.284, 0.408, 1.472], [-0.972, 1.588, -0.157]],
  "lowdin_charge": [-0.21, -0.21, -0.28, -0.24, 0.21, 0.13, 0.18, 0.12, 0.11, 0.09, 0.16, 0.18, -0.21, 0.03, -0.07]
}

***

--- ii ---
{
  "formula": "C4H7NO3",
  "method": "ωB97M-V/def2-TZVPD",
  "smiles": "O=CC(=O)O.C=CN",
  "spin_multiplicity": 1,
  "lumo_ev": 0.06,
  "elements": ["C", "C", "C", "C", "N", "O", "O", "O", "H", "H", "H", "H", "H", "H", "H"],
  "coordinates": [[-0.044, -0.894, 0.809], [0.312, 0.239, 1.456], [-0.110, 0.492, -1.327], [-1.422, -0.155, -0.773], [1.522, 0.865, 1.295], [0.418, 1.465, -0.879], [0.284, -0.274, -2.331], [-1.756, -1.168, -1.402], [-0.798, -1.517, 1.026], [0.670, -1.438, 0.340], [-0.364, 0.593, 2.210], [-1.860, 0.507, -0.089], [1.329, 1.822, 1.399], [2.262, 0.574, 0.694], [-0.442, -1.110, -2.429]],
  "lowdin_charge": [-0.03, -0.20, -0.56, -0.19, 0.11, 0.08, 0.06, -0.01, 0.05, 0.07, 0.13, 0.12, 0.08, 0.11, 0.20]
}

***

Stability ranking, top entry: ii; the second entry is 370.8 kJ/mol less favorable.

***

--- i ---
{
  "formula": "C2H3NO3",
  "method": "ωB97M-V/def2-TZVPD",
  "spin_multiplicity": 1,
  "lumo_ev": -4.97,
  "elements": ["O", "C", "N", "C", "O", "O", "H", "H", "H"],
  "coordinates": [[0.357, 2.293, -0.360], [0.277, 0.052, -0.436], [0.072, -1.209, -0.680], [-0.551, -1.716, 0.499], [-1.724, -1.431, 0.663], [0.188, -2.381, 1.210], [1.256, 0.459, -0.141], [0.700, 3.168, -0.138], [-0.576, 0.764, -0.618]],
  "lowdin_charge": [-0.27, 0.13, 0.34, -0.81, 0.17, 0.17, 0.15, -0.02, 0.14]
}

***

--- ii ---
{
  "formula": "C2H3NO3",
  "method": "ωB97M-V/def2-TZVPD",
  "spin_multiplicity": 1,
  "lumo_ev": [-0.57, -0.84],
  "elements": ["C", "C", "N", "O", "O", "O", "H", "H", "H"],
  "coordinates": [[0.610, -0.453, 0.743], [-0.793, -0.032, 0.926], [0.648, 0.294, -1.556], [1.457, -1.184, 1.079], [-0.492, 0.477, -1.823], [1.656, 0.737, -2.031], [-1.263, -0.527, 0.124], [-0.762, 0.952, 0.616], [-1.062, -0.264, 1.922]],
  "lowdin_charge": [-0.11, 0.00, -0.35, 0.20, -0.01, 0.01, 0.09, 0.07, 0.10]
}

***

--- iii ---
{
  "formula": "C2H3NO3",
  "method": "ωB97M-V/def2-TZVPD",
  "spin_multiplicity": 1,
  "lumo_ev": [0.44, 0.44],
  "elements": ["C", "C", "N", "O", "O", "O", "H", "H", "H"],
  "coordinates": [[-0.412, 1.130, 0.909], [-0.782, -0.485, -0.472], [0.609, -0.007, -0.627], [-0.130, 2.000, 1.617], [-1.324, 0.277, 0.612], [1.704, -0.747, -0.207], [-1.355, -0.390, -1.421], [-0.851, -1.547, -0.090], [2.541, -0.231, -0.321]],
  "lowdin_charge": [-0.29, -0.19, -0.09, 0.22, 0.07, -0.11, 0.13, 0.14, 0.12]
}

***

Stability ranking, top entry: iii; the second entry is 22.4 kJ/mol less favorable.